C17H38BClN2O5 | wB97M-V/def2-TZVPD

Summary:
- LUMO energy: 0.548 eV
- Multiplicity: 1
- Highest occupied orbital energy: -8.975 eV
- E_tot: -44661.356 eV

Positions of all 64 atoms, in Å:
C -2.217 -4.787 1.979
C -1.985 -4.804 0.485
O -0.623 -4.821 0.123
C 0.022 -3.570 0.287
C -0.215 -2.636 -0.902
O -0.663 -1.342 -0.542
C 0.314 -0.315 -0.582
C 0.834 0.092 0.775
O -0.158 0.761 1.532
C -0.939 -0.043 2.416
B -2.482 0.282 2.240
Cl -2.987 1.877 2.871
C -3.503 -0.734 1.631
C -4.638 -1.047 2.633
C -4.049 -0.391 0.237
C -4.361 1.076 -0.030
H -2.020 -3.806 2.401
H -3.253 -5.004 2.201
H -1.590 -5.501 2.499
H -2.533 -3.977 0.027
H -2.414 -5.714 0.085
H 1.082 -3.779 0.369
H -0.277 -3.103 1.220
H 0.683 -2.602 -1.513
H -0.987 -3.092 -1.516
H 1.145 -0.563 -1.242
H -0.169 0.570 -0.988
H 1.637 0.804 0.628
H 1.264 -0.756 1.307
H -0.628 0.102 3.451
H -0.798 -1.096 2.196
H -2.946 -1.655 1.509
H -4.875 -2.100 2.584
H -5.535 -0.485 2.400
H -4.320 -0.818 3.642
H -4.962 -0.956 0.066
H -3.350 -0.735 -0.514
H -4.931 1.543 0.761
H -4.896 1.153 -0.967
H -3.437 1.633 -0.143
C 4.971 4.284 0.458
N 4.757 2.904 0.842
C 5.585 1.867 0.251
C 3.800 2.545 1.714
O 3.559 1.397 2.040
H 4.825 4.399 -0.618
H 5.987 4.593 0.713
H 4.267 4.929 0.980
H 4.958 1.153 -0.282
H 6.136 1.334 1.027
H 6.284 2.319 -0.447
H 3.213 3.401 2.091
C 0.651 1.604 -4.722
N 1.586 2.028 -3.699
C 1.207 3.095 -2.787
C 2.799 1.464 -3.557
O 3.613 1.785 -2.711
H 0.412 2.438 -5.385
H -0.271 1.241 -4.264
H 1.087 0.801 -5.313
H 1.909 3.925 -2.870
H 1.228 2.734 -1.758
H 0.206 3.440 -3.029
H 2.992 0.659 -4.288

***

C17H38Br2N12O8P | wB97M-V/def2-TZVPD

Summary:
- LUMO energy: -4.345 eV
- Multiplicity: 1
- Charge: +1
- Highest occupied orbital energy: -11.048 eV
- E_tot: -201878.641 eV

Positions of all 78 atoms, in Å:
C 2.175 -1.118 3.730
C 2.698 0.365 3.696
C 2.079 1.266 2.562
C 2.395 2.784 2.972
N 0.609 1.131 2.403
C -0.237 1.679 3.349
C -1.680 1.630 3.260
P -2.879 2.326 4.506
N -4.076 1.311 4.543
O -3.453 3.812 4.028
O -2.173 2.414 6.005
C -2.318 0.962 2.110
C -1.409 0.371 1.137
O -1.965 -0.270 0.053
C 0.051 0.472 1.326
C 0.895 -0.221 0.218
Br 1.858 0.851 -1.084
C 0.865 -1.587 0.237
C 0.072 -2.446 1.248
Br 1.893 -2.472 -1.174
H 1.104 -1.212 4.047
H 2.399 -1.673 2.778
H 2.774 -1.646 4.527
H 3.802 0.304 3.477
H 2.627 0.819 4.721
H 2.664 1.083 1.632
H 2.168 2.925 4.057
H 3.456 3.032 2.739
H 1.694 3.414 2.363
H 0.192 2.190 4.243
H -4.942 1.770 4.256
H -4.411 3.743 3.844
H -1.209 2.480 5.832
H -3.432 0.929 2.030
H -1.557 0.057 -0.772
H 0.584 -3.417 1.483
H -0.936 -2.676 0.803
H -0.110 -1.944 2.231
C -6.085 2.382 1.200
O -5.316 2.442 2.160
N -7.092 1.478 1.133
N -5.987 3.213 0.132
H -7.731 1.410 0.362
H -7.195 0.846 1.908
H -5.250 3.900 0.146
H -6.603 3.179 -0.659
C 3.627 4.769 0.216
O 4.290 4.048 0.946
N 4.053 5.994 -0.186
N 2.402 4.402 -0.256
H 3.524 6.601 -0.784
H 4.953 6.297 0.144
H 2.055 3.500 0.022
H 1.839 4.976 -0.858
C 1.689 -4.509 -4.539
O 0.660 -3.908 -4.265
N 2.763 -4.537 -3.694
N 1.855 -5.195 -5.695
H 3.619 -5.020 -3.891
H 2.671 -4.038 -2.829
H 1.084 -5.196 -6.340
H 2.690 -5.695 -5.937
C -2.546 4.113 -1.536
O -3.125 5.174 -1.393
N -2.436 3.201 -0.526
N -1.962 3.745 -2.709
H -1.969 2.320 -0.613
H -2.859 3.445 0.355
H -2.024 4.394 -3.475
H -1.481 2.876 -2.847
C 2.753 -8.777 -6.933
O 2.285 -7.653 -7.039
N 4.031 -9.005 -6.521
N 2.036 -9.895 -7.219
H 4.432 -9.920 -6.428
H 4.593 -8.202 -6.302
H 1.088 -9.766 -7.526
H 2.399 -10.827 -7.139